86
Properties=species:S:1:pos:R:3 method="wB97M-V/def2-TZVPD" charge=+1 lumo_energy_ha="-0.150 / -0.314" s2=0.756 total_energy_ev=-67818.438 multiplicity=2 homo_lumo_gap_ev="7.941 / 3.483" e_homo_ha="-0.44203 / -0.44199"
C 4.525 -1.158 -1.510
C 5.185 -0.096 -1.044
C 5.790 0.826 -1.881
C 5.746 0.635 -3.281
C 5.076 -0.520 -3.806
C 4.477 -1.416 -2.925
N 6.482 1.640 -4.176
O 5.895 2.246 -5.065
O 7.677 1.721 -4.079
H 4.178 -1.920 -0.829
H 5.212 -0.046 0.035
H 6.183 1.734 -1.447
H 5.045 -0.704 -4.870
H 3.823 -2.140 -3.388
C -0.924 5.847 -1.410
C -2.152 5.239 -1.737
C -3.180 6.005 -2.365
C -3.004 7.386 -2.658
C -1.779 7.902 -2.269
C -0.740 7.205 -1.610
N -4.062 8.154 -3.330
O -3.799 9.310 -3.660
O -5.101 7.569 -3.690
H -0.141 5.173 -1.095
H -2.310 4.171 -1.706
H -4.170 5.577 -2.420
H -1.491 8.921 -2.482
H 0.277 7.568 -1.624
C -2.715 -0.380 3.633
C -4.007 -0.941 3.596
C -4.241 -2.145 4.289
C -3.269 -2.797 5.052
C -1.999 -2.137 5.133
C -1.692 -1.013 4.338
N -3.603 -4.030 5.813
O -4.806 -4.351 5.928
O -2.788 -4.679 6.350
H -2.353 0.434 3.023
H -4.665 -0.364 2.961
H -5.211 -2.621 4.315
H -1.373 -2.664 5.838
H -0.686 -0.661 4.166
C -0.608 -4.559 -3.205
C 0.124 -3.605 -3.904
C -0.361 -2.277 -3.849
C -1.599 -1.924 -3.274
C -2.373 -2.911 -2.692
C -1.834 -4.179 -2.548
N -2.104 -0.538 -3.261
O -3.223 -0.334 -2.734
O -1.444 0.332 -3.865
H -0.289 -5.589 -3.133
H 1.012 -3.801 -4.486
H 0.250 -1.483 -4.253
H -3.288 -2.674 -2.171
H -2.266 -4.983 -1.971
C 0.066 -4.964 4.346
C -0.138 -5.195 3.005
C 0.353 -4.313 2.065
C 1.181 -3.223 2.442
C 1.319 -3.004 3.814
C 0.747 -3.917 4.794
N 1.887 -2.427 1.455
O 2.746 -1.616 1.908
O 1.858 -2.724 0.232
H -0.397 -5.712 4.973
H -0.647 -6.108 2.734
H 0.327 -4.468 0.996
H 1.972 -2.214 4.155
H 0.946 -3.699 5.833
C 2.249 0.991 0.315
O 1.691 2.374 0.092
C 0.911 2.902 1.156
C -0.544 2.304 0.930
O -0.533 0.876 1.057
C -0.997 0.170 -0.081
H 2.865 0.660 -0.522
H 1.579 0.167 0.561
H 2.923 0.983 1.171
H 0.824 3.987 1.092
H 1.271 2.651 2.153
H -1.048 2.717 0.056
H -1.187 2.724 1.704
H -1.980 0.524 -0.391
H -1.114 -0.889 0.148
H -0.438 0.488 -0.961